Here is a 4-piece molecular cluster, C36H57BN2O18PS3 overall from OMol25. Energies are from ωB97M-V/def2-TZVPD.

Summary:
- Total charge: +1
- LUMO level: -3.1 eV

CARTESIAN COORDINATES (ANGSTROEM)
C 1.75 1.70 4.92
C 2.36 0.31 4.99
O 1.45 -0.62 4.39
C 1.99 -1.57 3.51
C 1.59 -1.29 2.05
C 0.09 -1.00 1.95
C -0.88 -2.12 2.37
C -1.97 -2.41 1.33
C -3.39 -2.46 1.90
C -4.44 -2.27 0.82
O -4.49 -0.91 0.45
C -5.51 -0.63 -0.49
C 2.37 -0.06 1.55
O 1.74 0.67 0.56
C 1.44 1.99 0.83
O 2.25 2.76 1.26
C 0.02 2.29 0.50
C -0.46 1.99 -0.77
C -1.78 2.28 -1.08
C -2.61 2.86 -0.12
C -2.12 3.14 1.14
C -0.80 2.86 1.46
N 3.67 -0.63 1.08
P 5.03 0.63 0.91
N 6.43 -0.28 1.02
O 4.93 0.82 -0.69
C 3.59 -1.90 0.89
B 4.83 -2.85 0.55
C 5.71 -3.37 1.74
O 5.09 -3.19 -0.74
C 2.17 -2.40 1.10
C 2.18 -3.85 1.61
C 1.34 -2.37 -0.21
C 1.92 -3.04 -1.46
C 1.64 -2.23 -2.71
C 0.35 -1.77 -2.99
C 0.09 -1.03 -4.13
C 1.12 -0.73 -5.02
C 2.41 -1.16 -4.74
C 2.66 -1.91 -3.59
H 0.82 1.71 5.50
H 2.43 2.45 5.31
H 1.47 1.94 3.89
H 2.48 0.04 6.04
H 3.33 0.30 4.49
H 1.60 -2.55 3.80
H 3.08 -1.63 3.60
H -0.17 -0.65 0.96
H -0.09 -0.15 2.62
H -0.32 -3.03 2.58
H -1.35 -1.83 3.32
H -1.96 -1.65 0.55
H -1.76 -3.36 0.83
H -3.56 -3.42 2.38
H -3.52 -1.68 2.65
H -4.18 -2.88 -0.06
H -5.42 -2.61 1.18
H -6.32 -0.07 -0.03
H -5.10 -0.05 -1.31
H -5.92 -1.54 -0.92
H 2.62 0.57 2.40
H 0.20 1.53 -1.50
H -2.15 2.06 -2.07
H -3.63 3.09 -0.38
H -2.77 3.59 1.88
H -0.42 3.10 2.44
H 6.63 -0.98 0.31
H 6.63 -0.63 1.95
H 5.24 0.08 -1.23
H 5.25 -4.23 2.24
H 6.70 -3.63 1.37
H 5.82 -2.59 2.48
H 5.38 -4.10 -0.83
H 2.66 -4.50 0.87
H 1.17 -4.21 1.77
H 2.72 -3.96 2.54
H 1.11 -1.34 -0.48
H 0.39 -2.84 0.04
H 1.49 -4.03 -1.62
H 3.00 -3.16 -1.42
H -0.48 -2.00 -2.33
H -0.91 -0.68 -4.34
H 0.93 -0.17 -5.92
H 3.21 -0.91 -5.41
H 3.67 -2.23 -3.40
C -4.94 3.55 -3.18
C -5.90 3.91 -4.30
O -6.61 2.69 -4.56
S -6.78 1.86 -3.21
O -8.06 2.10 -2.66
O -6.32 0.53 -3.44
O -5.70 2.66 -2.34
H -4.07 3.01 -3.56
H -4.62 4.41 -2.61
H -5.39 4.25 -5.19
H -6.62 4.67 -3.98
C -6.09 5.21 -8.14
C -6.26 6.36 -9.12
O -6.12 7.53 -8.31
S -5.08 7.26 -7.13
O -3.80 7.74 -7.51
O -5.68 7.63 -5.90
O -5.06 5.66 -7.25
H -7.00 5.04 -7.56
H -5.79 4.29 -8.62
H -7.23 6.37 -9.60
H -5.47 6.36 -9.88
C 5.09 -2.15 7.95
C 4.15 -3.08 7.22
O 4.18 -2.60 5.86
S 5.63 -2.04 5.52
O 6.38 -3.03 4.84
O 5.48 -0.75 4.94
O 6.16 -1.93 7.01
H 4.62 -1.19 8.17
H 5.49 -2.58 8.86
H 3.13 -3.04 7.59
H 4.50 -4.11 7.23

Atomic partial charges in e from the Löwdin method, atoms 1 to 5:
1. C -0.05
2. C -0.25
3. O -0.11
4. C -0.15
5. C -0.26



Here is C36H57BaBrN4O8P2 as an isolated structure from OMol25. Energies are from ωB97M-V/def2-TZVPD.

Summary:
- Total charge: +2
- LUMO level: -4.3 eV
- ΔE to the lowest compared entry with this formula, charge and spin: 311.5 kJ/mol

CARTESIAN COORDINATES (ANGSTROEM)
Ba -0.75 0.72 0.71
C -2.76 5.20 0.69
C -1.47 4.84 0.34
C -0.44 4.94 1.28
C -0.71 5.40 2.56
C -2.01 5.75 2.92
C -3.03 5.65 1.98
H -3.55 5.18 -0.05
H -1.23 4.53 -0.67
H 0.57 4.70 1.00
H 0.09 5.51 3.28
H -2.22 6.13 3.91
H -4.04 5.96 2.25
C -4.50 2.21 -0.47
O -3.54 1.19 -0.72
C -3.83 0.30 -1.71
C -4.90 0.44 -2.58
C -5.10 -0.51 -3.57
Br -6.56 -0.29 -4.75
C -4.27 -1.59 -3.71
C -3.19 -1.75 -2.84
C -2.98 -0.80 -1.83
O -1.96 -0.90 -0.92
C -2.27 -2.88 -2.97
N -1.19 -3.05 -2.22
C -0.58 -4.22 -2.65
C 0.57 -4.86 -2.21
C 0.94 -6.03 -2.85
C 0.18 -6.56 -3.90
C -0.97 -5.93 -4.35
C -1.33 -4.76 -3.71
N -2.39 -3.88 -3.88
H -4.56 2.91 -1.30
H -4.15 2.73 0.42
H -5.49 1.79 -0.29
H -5.57 1.28 -2.52
H -4.45 -2.30 -4.50
H -1.44 -1.74 -1.19
H 1.16 -4.46 -1.40
H 1.83 -6.56 -2.54
H 0.50 -7.48 -4.38
H -1.56 -6.34 -5.16
H -3.13 -3.98 -4.56
N -3.36 -0.30 1.96
C -3.36 -0.61 3.41
C -3.21 0.64 4.26
C -1.90 1.39 4.10
N -1.84 2.16 2.84
H -4.05 0.42 1.78
H -3.66 -1.11 1.43
H -2.52 -1.28 3.61
H -4.27 -1.13 3.71
H -3.32 0.34 5.31
H -4.05 1.32 4.06
H -1.07 0.68 4.11
H -1.77 2.05 4.96
H -1.00 2.73 2.87
H -2.59 2.85 2.84
C 2.03 -3.49 1.90
C 0.74 -2.89 2.42
C -0.48 -3.30 1.62
O 0.78 -1.41 2.46
P 1.70 -0.34 1.71
O 1.12 0.98 2.08
C 1.45 -0.61 -0.10
P 1.63 0.98 -1.04
O 0.56 1.95 -0.70
O 1.58 0.65 -2.57
C 2.53 -0.24 -3.27
C 1.77 -1.47 -3.71
C 3.11 0.55 -4.43
O 3.10 1.35 -0.60
C 3.77 2.57 -1.16
C 3.58 3.71 -0.19
C 5.22 2.19 -1.38
O 3.22 -0.51 2.02
C 3.78 -0.02 3.33
C 4.87 -0.99 3.71
C 4.27 1.40 3.13
H 1.99 -4.58 2.04
H 2.90 -3.11 2.43
H 2.15 -3.31 0.83
H 0.61 -3.15 3.47
H -0.33 -3.16 0.55
H -1.35 -2.73 1.94
H -0.69 -4.36 1.79
H 0.43 -1.01 -0.22
H 2.17 -1.33 -0.50
H 3.33 -0.49 -2.56
H 0.92 -1.18 -4.32
H 1.41 -2.05 -2.86
H 2.42 -2.11 -4.31
H 2.30 0.91 -5.07
H 3.76 -0.09 -5.03
H 3.70 1.40 -4.08
H 3.28 2.79 -2.11
H 4.07 3.49 0.76
H 2.52 3.89 -0.01
H 4.02 4.62 -0.60
H 5.69 1.94 -0.43
H 5.75 3.04 -1.81
H 5.30 1.35 -2.07
H 2.95 -0.05 4.04
H 5.62 -1.04 2.92
H 4.47 -1.99 3.90
H 5.36 -0.64 4.62
H 5.06 1.42 2.37
H 4.69 1.77 4.06
H 3.45 2.05 2.83

Atomic partial charges in e from the Löwdin method, atoms 1 to 5:
1. Ba 2.11
2. C -0.10
3. C -0.09
4. C -0.10
5. C -0.09



Here is a 4-piece molecular cluster, C36H57Br2F6NO13P2S4 overall from OMol25. Energies are from ωB97M-V/def2-TZVPD.

Summary:
- LUMO level: 0.1 eV
- SMILES: CCP(CC)[C@@H]1[C@@H](C(F)(F)F)[C@@](COC(C)=O)(Cc2ccc(C)cc2)S(=O)(=O)O[C@@]1(CC[C@@](F)(Br)C(F)(F)Br)P(=N)(O)O.O=S1(=O)CCCC1.O=S1(=O)CCCC1.O=S1(=O)CCCC1

CARTESIAN COORDINATES (ANGSTROEM)
C -1.17 -1.68 3.50
C -1.97 -2.18 2.27
P -1.05 -3.12 0.99
C 0.22 -4.23 1.73
C 1.36 -4.62 0.80
C -0.30 -1.95 -0.27
C -0.08 -0.51 0.31
C 1.26 -0.51 1.05
F 2.31 -0.42 0.23
F 1.45 -1.63 1.77
F 1.35 0.50 1.93
C -0.24 0.69 -0.67
C -1.74 1.05 -0.61
O -2.06 2.01 -1.59
C -3.34 2.44 -1.53
C -3.67 3.52 -2.52
O -4.14 1.97 -0.76
C 0.62 1.96 -0.46
C -0.06 3.09 0.31
C -0.35 3.04 1.67
C -0.95 4.12 2.29
C -1.31 5.27 1.60
C -1.98 6.43 2.30
C -1.04 5.32 0.23
C -0.42 4.24 -0.38
S 0.15 0.09 -2.34
O -0.10 1.10 -3.32
O 1.46 -0.48 -2.37
O -0.99 -1.01 -2.55
C -1.12 -2.07 -1.60
C -2.64 -2.31 -1.39
C -3.51 -1.79 -2.56
C -4.99 -1.90 -2.14
F -5.27 -1.14 -1.07
Br -6.02 -1.13 -3.65
C -5.48 -3.38 -1.94
F -4.71 -4.22 -2.63
F -6.73 -3.57 -2.37
Br -5.43 -3.84 -0.04
P -0.48 -3.60 -2.54
N -0.97 -3.63 -4.03
O -0.93 -4.97 -1.82
O 1.12 -3.57 -2.48
H -1.09 -2.49 4.22
H -1.75 -0.89 3.98
H -0.19 -1.31 3.20
H -2.46 -1.34 1.76
H -2.78 -2.82 2.62
H -0.29 -5.14 2.05
H 0.64 -3.79 2.64
H 2.07 -5.22 1.38
H 1.92 -3.74 0.47
H 1.05 -5.24 -0.04
H 0.70 -2.34 -0.47
H -0.81 -0.33 1.11
H -2.02 1.37 0.39
H -2.34 0.15 -0.81
H -4.29 3.07 -3.30
H -4.23 4.28 -1.99
H -2.75 3.94 -2.91
H 0.83 2.37 -1.45
H 1.60 1.78 -0.01
H -0.13 2.16 2.26
H -1.17 4.10 3.36
H -1.93 7.34 1.71
H -1.42 6.64 3.22
H -3.01 6.21 2.57
H -1.31 6.16 -0.39
H -0.22 4.29 -1.45
H -2.86 -3.36 -1.24
H -2.96 -1.74 -0.51
H -3.42 -2.40 -3.45
H -3.37 -0.73 -2.75
H -1.54 -2.82 -4.27
H -1.63 -5.33 -2.38
H 1.49 -4.41 -2.16
C 3.11 -0.36 7.76
C 3.24 0.48 6.48
C 2.26 -0.10 5.45
S 0.92 -0.84 6.39
O 0.94 -2.26 6.17
O -0.28 -0.07 6.21
C 1.61 -0.51 8.01
H 3.61 0.10 8.61
H 3.55 -1.35 7.60
H 2.98 1.51 6.70
H 4.26 0.47 6.10
H 1.85 0.67 4.80
H 2.72 -0.89 4.85
H 1.35 -1.32 8.68
H 1.17 0.42 8.37
C 6.15 -4.17 1.89
C 7.19 -4.23 0.77
C 6.63 -5.14 -0.33
S 4.84 -5.01 -0.23
O 4.30 -6.29 0.15
O 4.34 -4.30 -1.38
C 4.81 -3.92 1.20
H 6.37 -3.39 2.61
H 6.12 -5.12 2.42
H 7.36 -3.23 0.37
H 8.15 -4.61 1.13
H 6.94 -4.82 -1.33
H 6.89 -6.18 -0.18
H 3.95 -4.16 1.82
H 4.74 -2.90 0.83
C -1.31 5.32 -7.30
C -0.02 5.76 -6.60
C -0.38 6.92 -5.65
S -2.09 6.66 -5.18
O -2.89 7.74 -5.71
O -2.16 6.29 -3.79
C -2.36 5.21 -6.20
H -1.18 4.37 -7.82
H -1.61 6.07 -8.03
H 0.39 4.93 -6.02
H 0.75 6.07 -7.31
H 0.23 6.92 -4.75
H -0.32 7.88 -6.15
H -3.38 5.21 -6.57
H -2.19 4.33 -5.57

Atomic partial charges in e from the Löwdin method, atoms 1 to 5:
1. C -0.14
2. C -0.38
3. P 1.06
4. C -0.39
5. C -0.16



no.,calculated total energy (Eh),HOMO (eV),Kohn-Sham gap (Ha)
1,-4430.37748,-11.14,0.295
2,-5508.99891,-12.76,0.312
3,-10461.55041,-7.77,0.289